1.
This record from OMol25 describes a 4-piece molecular cluster, C8H24O8 overall. The level of theory is ωB97M-V/def2-TZVPD.

SMILES: OCCO.OCCO.OCCO.OCCO
Kohn-Sham gap (Eh): 0.379
Energy relative to the best compared isomer or geometry (same formula, charge and spin) (kJ/mol): 192.4
LUMO energy (eV): 0.265

CARTESIAN COORDINATES (ANGSTROEM)
O: 16.37912 8.28219 -4.94583
C: 15.66476 9.41263 -5.63641
C: 14.33255 8.91114 -6.16964
O: 13.64207 8.49339 -5.00175
H: 17.16675 8.05377 -5.44490
H: 15.48195 10.30108 -5.03198
H: 16.22037 9.74739 -6.51239
H: 14.44172 8.10428 -6.89433
H: 13.82265 9.74446 -6.65304
H: 14.27685 8.17177 -4.35738
O: 16.80737 8.83689 -2.05257
C: 16.47164 7.46785 -1.64143
C: 15.46469 7.36824 -0.50727
O: 14.05020 7.69977 -0.80295
H: 16.63282 9.01587 -2.97944
H: 15.98001 7.11519 -2.54809
H: 17.38862 6.89130 -1.51963
H: 15.81705 8.11318 0.20616
H: 15.64329 6.38355 -0.07531
H: 13.86612 8.64195 -0.79856
O: 19.46503 13.13374 -7.58556
C: 19.27352 11.72960 -7.64015
C: 19.85375 11.06459 -6.33377
O: 19.13198 11.55247 -5.23855
H: 18.85281 13.58890 -7.00280
H: 18.20486 11.53185 -7.72353
H: 19.75432 11.17885 -8.44860
H: 20.89461 11.38793 -6.32087
H: 19.78260 9.99112 -6.50900
H: 19.17563 10.92464 -4.51363
O: 18.62746 7.25308 -5.87164
C: 19.38496 7.35115 -4.59275
C: 19.74789 5.98794 -3.94209
O: 20.64598 6.24568 -2.87196
H: 18.96157 6.38887 -6.12285
H: 20.23231 7.90374 -4.99862
H: 19.06311 7.93527 -3.73059
H: 20.17593 5.30538 -4.67625
H: 18.91067 5.41530 -3.54301
H: 21.42703 6.67663 -3.22675

Atom charges from the Mulliken analysis, given in e for atoms 1 to 8: -0.49 -0.09 -0.42 -0.55 0.29 0.32 0.11 0.22


2.
This record from OMol25 describes a 2-piece molecular cluster, C3H3FOS overall. The level of theory is ωB97M-V/def2-TZVPD.

Kohn-Sham gap (spin up / spin down) (Eh): 0.266 / 0.238
Spin multiplicity: 3
LUMO energy (spin up / spin down) (eV): 0.686 / -2.272
<S²>: 2.0520

CARTESIAN COORDINATES (ANGSTROEM)
C: -2.06373 -0.84251 0.00644
C: 0.24484 -0.52718 -1.02688
C: 0.01527 -1.51648 -0.07934
O: -2.33779 0.29333 0.04298
F: -0.02552 -2.77900 -0.52138
S: 0.47544 -0.81506 -2.66664
H: -2.54040 -1.80624 -0.17604
H: -0.09765 0.51801 -0.95674
H: 0.47663 -1.35500 0.92268

Atom charges from the Mulliken analysis, given in e for atoms 1 to 8: 0.14 -0.35 -0.07 -0.37 -0.24 -0.05 0.29 0.36


3.
This record from OMol25 describes a 2-piece molecular cluster, C7H13N2 overall. The level of theory is ωB97M-V/def2-TZVPD.

Net charge: +1
Kohn-Sham gap (Eh): 0.235
Energy relative to the best compared isomer or geometry (same formula, charge and spin) (kJ/mol): 635.0
LUMO energy (eV): -4.427

CARTESIAN COORDINATES (ANGSTROEM)
C: 2.91836 0.97602 -1.09713
C: 1.72867 -0.34572 0.46287
C: 3.76990 1.53018 -1.93869
C: -1.13905 0.07037 -1.17610
C: 1.73035 -1.23300 1.61930
C: -1.66249 0.53369 1.12668
C: -3.35755 -0.53199 -0.27876
N: 2.56852 0.19854 -0.20593
N: -1.97634 0.08261 -0.21680
H: 3.42910 2.08087 -2.86831
H: 4.88114 1.55653 -1.89085
H: -0.04883 0.25623 -1.07874
H: -1.71579 -0.24611 -2.10219
H: 1.38383 -0.86774 2.57644
H: 2.64770 -1.84691 1.88138
H: 0.91282 -2.02214 1.27930
H: -1.55599 -0.47267 1.76694
H: -0.81043 1.22233 1.10621
H: -2.49976 1.08433 1.63980
H: -3.97525 0.22815 0.13967
H: -3.80611 -0.87772 -1.19910
H: -3.42278 -1.37587 0.45401

Atom charges from the Mulliken analysis, given in e for atoms 1 to 8: 0.50 0.27 -0.79 0.13 -1.09 -0.82 -0.79 -0.13


4.
This record from OMol25 describes a 2-piece molecular cluster, C24H22BrNS overall. The level of theory is ωB97M-V/def2-TZVPD.

Kohn-Sham gap (Eh): 0.160
LUMO energy (eV): -1.595

CARTESIAN COORDINATES (ANGSTROEM)
Br: -3.09266 0.71833 -1.15080
C: -2.24701 -0.13689 0.31845
C: -1.93760 0.59300 1.48030
C: -1.38021 -0.04615 2.58153
C: -1.22549 -1.46431 2.58309
S: -1.03056 -2.34614 3.99026
C: -1.37933 -2.15154 1.34223
C: -1.94451 -1.50859 0.25002
H: -2.16259 1.65417 1.51353
H: -1.15141 0.50666 3.48691
H: -1.14242 -3.20962 1.30830
H: -2.17549 -2.06387 -0.65186
C: -2.94084 -6.84995 5.13624
C: -2.51483 -5.72763 5.98420
N: -1.62893 -5.91237 6.98856
C: -0.94322 -7.16649 7.25430
C: -1.40113 -4.71350 7.66930
C: -2.16128 -3.70231 7.03182
C: -1.93547 -2.38293 7.40309
C: -1.05873 -2.11570 8.46898
C: -0.30900 -3.14264 9.07268
C: -0.45191 -4.47248 8.64982
C: -2.88611 -4.35177 5.93482
C: -3.65562 -3.75483 4.94891
C: -4.25564 -2.45449 5.02810
C: -4.76732 -1.88889 6.22658
C: -5.18021 -0.56250 6.25542
C: -5.10853 0.23050 5.10011
C: -5.44025 1.68666 5.16597
C: -4.73282 -0.35947 3.88393
C: -4.36603 -1.69107 3.84139
H: -3.68049 -6.49284 4.41783
H: -2.10179 -7.28804 4.57432
H: -3.40439 -7.65469 5.72755
H: -0.21522 -7.00005 8.04737
H: -1.64841 -7.94334 7.57614
H: -0.41677 -7.51830 6.35680
H: -2.41463 -1.58248 6.83889
H: -0.94917 -1.08471 8.82021
H: 0.39749 -2.90104 9.86783
H: 0.14253 -5.28938 9.05371
H: -3.84371 -4.33846 4.04602
H: -4.84321 -2.51723 7.11886
H: -5.54131 -0.11932 7.18916
H: -5.39368 2.13397 4.16869
H: -6.44718 1.84899 5.56976
H: -4.74027 2.22774 5.81684
H: -4.72383 0.24601 2.97321
H: -4.10434 -2.16606 2.89387

Atom charges from the Mulliken analysis, given in e for atoms 1 to 8: -0.21 0.01 -0.35 -0.65 0.24 -0.26 -0.75 -0.26


5.
This record from OMol25 describes C36H26IMgN7O2S as an isolated structure. The level of theory is ωB97M-V/def2-TZVPD.

Kohn-Sham gap (Eh): 0.206
LUMO energy (eV): -0.508

CARTESIAN COORDINATES (ANGSTROEM)
Mg: -0.20295 -0.37874 -0.21518
I: 2.48252 1.16627 2.38262
C: 1.00246 2.10814 3.52436
C: 1.29922 2.17832 4.85655
C: 0.42150 2.82678 5.75015
C: -0.72217 3.39038 5.27661
C: -1.05338 3.32777 3.90088
C: -2.24797 3.95253 3.44718
C: -2.55127 3.96208 2.12261
C: -1.69745 3.31496 1.20034
C: -0.57204 2.63769 1.60178
C: -0.19184 2.66885 2.98252
H: 2.21383 1.73751 5.22734
H: 0.67276 2.88261 6.80166
H: -1.40018 3.90624 5.94649
H: -2.88832 4.43830 4.17378
H: -3.44447 4.46573 1.77114
H: -1.94411 3.29380 0.14479
C: 2.28695 -6.49228 -12.30810
O: 3.13067 -5.54771 -11.66576
C: 2.74471 -5.08375 -10.45150
C: 3.62595 -4.20024 -9.83018
C: 3.31300 -3.67362 -8.59498
C: 2.12046 -4.00775 -7.95207
C: 1.25363 -4.89094 -8.57804
C: 1.55352 -5.43228 -9.82040
C: 1.75488 -3.45708 -6.63815
N: 0.74419 -3.85715 -5.90406
C: 0.78016 -3.05731 -4.78653
C: 1.81899 -2.17096 -4.84372
N: 2.44456 -2.43412 -6.04278
C: 2.11594 -1.22300 -3.80994
C: 3.19384 -0.32492 -3.79612
C: 3.35900 0.50922 -2.72434
C: 2.44413 0.45280 -1.66544
N: 1.42383 -0.38493 -1.65744
C: 1.25429 -1.21374 -2.71003
C: 0.11601 -2.14038 -2.64780
N: -0.67305 -2.04562 -1.55996
C: -1.66601 -2.90143 -1.41216
C: -1.94695 -3.89035 -2.36432
C: -1.17618 -3.96824 -3.49367
C: -0.10712 -3.07357 -3.65552
H: 2.78837 -6.76828 -13.23022
H: 1.31400 -6.05448 -12.54157
H: 2.14948 -7.38207 -11.69012
H: 4.55062 -3.94866 -10.33205
H: 4.02804 -3.00469 -8.12924
H: 0.32971 -5.15353 -8.07963
H: 0.85578 -6.11370 -10.28216
H: 3.23954 -1.95726 -6.42756
H: 3.89114 -0.29276 -4.62543
H: 4.17495 1.21712 -2.68181
H: 2.52556 1.11432 -0.81195
H: -2.25969 -2.80138 -0.50930
H: -2.76915 -4.57175 -2.19577
H: -1.36253 -4.70886 -4.26105
S: -2.48406 -2.92580 2.67885
C: -1.22435 -2.18667 1.92492
N: -0.36151 -1.61458 1.37928
C: -5.53986 0.02706 1.17257
N: -4.41495 0.09185 0.24968
C: -4.45489 0.18313 -1.12499
C: -3.15831 0.19551 -1.53482
N: -2.32476 0.11825 -0.43515
C: -3.12130 0.05671 0.60975
H: -6.45334 -0.11545 0.60183
H: -5.61659 0.94944 1.74518
H: -5.40548 -0.81242 1.85182
H: -5.38425 0.22719 -1.66575
H: -2.77299 0.26656 -2.53858
H: -2.80136 -0.00745 1.63918
O: 0.12898 1.95983 -0.58136
C: -0.07796 1.64170 0.61431

Atom charges from the Mulliken analysis, given in e for atoms 1 to 8: 1.22 0.08 -0.10 -0.64 -0.67 -0.85 1.04 -0.99


6.
This record from OMol25 describes C30H61CuN5O11PS3Si as an isolated structure. The level of theory is ωB97M-V/def2-TZVPD.

Net charge: -1
Kohn-Sham gap (spin up / spin down) (Eh): 0.263 / 0.236
Spin multiplicity: 2
Energy relative to the best compared isomer or geometry (same formula, charge and spin) (kJ/mol): 0.0
LUMO energy (spin up / spin down) (eV): 1.717 / 0.984
<S²>: 0.7533

CARTESIAN COORDINATES (ANGSTROEM)
Cu: -0.00611 -0.66292 -0.14200
N: 0.56340 1.01389 -1.41671
C: 1.37088 0.45099 -2.50262
C: 2.15918 1.56750 -3.22188
C: 2.91796 1.32883 -4.55687
C: 2.21366 0.43123 -5.59845
N: 2.44652 -0.95298 -5.25584
C: 1.61718 -1.95936 -5.46331
N: 0.59079 -1.84444 -6.30578
N: 1.86399 -3.13193 -4.86683
C: 2.18149 -0.75318 -1.92698
O: 3.23447 -1.10333 -2.49153
O: 1.67992 -1.35860 -0.93640
H: -0.16795 1.62835 -1.75354
H: 1.13540 1.52703 -0.74872
H: 0.65901 -0.00970 -3.19560
H: 2.86594 1.98531 -2.49907
H: 1.41692 2.34583 -3.42407
H: 3.89898 0.89570 -4.35680
H: 3.08448 2.30823 -5.00864
H: 2.61777 0.62772 -6.59420
H: 1.14170 0.65844 -5.61167
H: 3.07422 -1.07582 -4.45423
H: 0.32270 -0.92561 -6.61084
H: -0.15078 -2.54187 -6.22732
H: 2.50103 -3.11583 -4.08113
H: 1.11408 -3.80852 -4.83522
C: 0.99307 1.56790 5.90783
C: 0.59004 1.05311 4.53112
C: 0.52644 -0.47495 4.55962
C: -0.75937 1.65326 4.13011
O: 1.61619 1.47303 3.63687
Si: 1.70960 1.38977 1.99375
O: 0.79571 0.26127 1.36696
O: 3.30910 1.27919 1.62572
C: 4.28179 0.31106 2.01624
C: 4.71256 0.57063 3.45873
C: 3.73471 -1.10517 1.87145
C: 5.46607 0.51261 1.07862
O: 1.23405 2.80481 1.30180
C: 1.60491 4.16289 1.51835
C: 2.77816 4.31477 2.48411
C: 0.38056 4.88770 2.06684
C: 1.98699 4.73196 0.15448
H: 0.24055 1.29551 6.65056
H: 1.08624 2.65478 5.88660
H: 1.95363 1.14294 6.20403
H: -0.29407 -0.81579 5.19289
H: 1.46307 -0.87801 4.95186
H: 0.39313 -0.86618 3.55040
H: -1.58041 1.15127 4.64389
H: -0.92372 1.57074 3.05432
H: -0.79762 2.71361 4.38440
H: 3.85374 0.50390 4.12598
H: 5.13088 1.57545 3.54934
H: 5.46654 -0.15678 3.76556
H: 2.90878 -1.27055 2.56792
H: 4.52024 -1.83550 2.07523
H: 3.34921 -1.26943 0.86500
H: 5.80026 1.55069 1.12178
H: 5.17739 0.28076 0.05172
H: 6.29567 -0.13675 1.36482
H: 2.52794 3.89997 3.46189
H: 3.01814 5.37288 2.59810
H: 3.65439 3.78662 2.10607
H: 0.09920 4.46440 3.03188
H: -0.46368 4.77686 1.38518
H: 0.59113 5.95078 2.19917
H: 2.84046 4.18144 -0.24708
H: 2.25190 5.78763 0.23583
H: 1.14892 4.63208 -0.53794
N: -1.62248 -0.73479 1.18433
C: -2.77575 0.12250 1.10234
C: -4.02229 -0.31956 1.50542
C: -5.11632 0.53480 1.43416
C: -4.95614 1.83033 0.97358
C: -3.69705 2.27905 0.59163
C: -2.60713 1.42833 0.65509
S: -6.38557 2.89997 0.74324
O: -7.42271 2.29781 1.56684
O: -5.93038 4.20667 1.19096
O: -6.62601 2.81002 -0.69040
H: -1.85195 -1.64036 1.57183
H: -0.91324 -0.28739 1.78077
H: -4.13999 -1.33356 1.87564
H: -6.10449 0.21504 1.73834
H: -3.59147 3.30236 0.25494
H: -1.61189 1.76524 0.37849
C: -4.48468 -1.69495 -1.24105
C: -4.86951 -2.55233 -2.42066
C: -5.66837 -3.77839 -2.01825
O: -3.73777 -2.97779 -3.21939
P: -2.25789 -3.38012 -2.82387
S: -1.58523 -4.37351 -4.40183
S: -1.17044 -1.76826 -2.28783
O: -2.52548 -4.37971 -1.59545
C: -1.57972 -5.03514 -0.72431
C: -1.41906 -4.21777 0.54103
C: -0.23308 -5.32986 -1.36249
H: -5.38624 -1.36674 -0.72524
H: -3.92800 -0.81095 -1.54686
H: -3.86808 -2.26399 -0.54384
H: -5.45521 -1.95606 -3.12167
H: -5.07941 -4.40821 -1.35126
H: -5.93953 -4.36230 -2.89802
H: -6.57973 -3.46785 -1.50506
H: -2.07301 -5.97956 -0.48567
H: -0.92415 -3.28151 0.28608
H: -0.80167 -4.75809 1.26064
H: -2.39181 -4.01021 0.99109
H: 0.29072 -4.39876 -1.59077
H: -0.34719 -5.90831 -2.27639
H: 0.37013 -5.89819 -0.65186

Atom charges from the Mulliken analysis, given in e for atoms 1 to 8: 1.32 0.32 -0.03 -0.84 -1.22 -0.84 -0.12 0.84


Total energy values (in eV) by entry order: -25061.5127 -18754.3825 -10437.6158 -107611.4584 -76664.4783 -156398.8616.
F_max values (in hartree/bohr) by entry order: 0.065 0.058 0.073 0.041 0.018 0.014.